--- P ---
The following is a DFT calculation (ωB97M-V/def2-TZVPD) of a gas-phase ion, C6H11N (charge +1).

Atoms and positions in Å:
C1 -3.610 0.426 0.298
C2 -2.429 -0.295 0.450
N1 -1.291 0.054 -0.111
C3 -0.014 -0.114 0.640
C4 3.582 0.066 -0.822
C5 2.373 0.100 0.069
C6 1.165 -0.293 -0.294
H1 -3.807 0.955 -0.631
H2 -4.320 0.433 1.111
H3 -2.382 -1.170 1.090
H4 -1.346 0.957 -0.581
H5 -0.181 -1.015 1.237
H6 0.099 0.779 1.250
H7 3.289 -0.169 -1.839
H8 4.226 -0.752 -0.486
H9 4.174 0.976 -0.731
H10 2.561 0.550 1.035
H11 0.869 -0.544 -1.304

Output
LUMO level (spin up / spin down)	-0.156 / -0.259	Eh
total charge	+1
HOMO-LUMO gap (spin up / spin down)	9.0 / 6.2	eV
2S+1	2
highest occupied orbital energy (spin up / spin down)	-13.228 / -13.229	eV

---

--- Q ---
The following is a DFT calculation (ωB97M-V/def2-TZVPD) of a gas-phase ion, C6H11N (charge +1).

Atoms and positions in Å:
C1 0.777 2.894 0.587
C2 -0.278 1.898 0.860
C3 0.011 0.558 0.916
N1 -0.773 -0.532 0.880
C4 -0.941 -1.253 -0.422
C5 0.981 -1.935 -1.935
C6 0.330 -1.979 -0.781
H1 0.389 3.904 0.505
H2 1.177 2.645 -0.399
H3 1.553 2.870 1.348
H4 -1.311 2.181 0.649
H5 1.052 0.298 0.740
H6 -1.633 -0.304 1.384
H7 -1.813 -1.890 -0.346
H8 -1.017 -0.480 -1.194
H9 0.652 -1.270 -2.721
H10 1.790 -2.620 -2.123
H11 0.697 -2.642 -0.006

Output
LUMO level (spin up / spin down)	-0.146 / -0.275	Eh
total charge	+1
HOMO-LUMO gap (spin up / spin down)	10.1 / 6.6	eV
2S+1	2
highest occupied orbital energy (spin up / spin down)	-14.085 / -14.065	eV

---

Q: Which of them is the most stable? A: P.

---

--- P ---
The following is a DFT calculation (ωB97M-V/def2-TZVPD) of 3 unconnected molecules or ions with the total composition C3H14N2O3.

Atoms and positions in Å:
C1 -1.776 -0.870 -0.303
C2 -2.013 0.638 -0.517
O1 -1.451 1.359 0.601
N1 -0.472 -1.516 -0.374
C3 0.375 -1.506 0.866
N2 1.031 -0.238 1.106
H1 -2.443 -1.378 -1.019
H2 -2.125 -1.073 0.724
H3 -1.609 1.082 -1.436
H4 -3.090 0.821 -0.551
H5 -1.994 1.194 1.367
H6 0.052 -1.326 -1.214
H7 1.189 -2.223 0.668
H8 -0.276 -1.981 1.604
H9 0.369 0.453 1.397
H10 1.576 0.003 0.292
H11 1.896 -0.761 -2.691
H12 2.273 0.803 -2.449
O2 2.328 -0.099 -2.134
H13 2.749 2.028 1.055
H14 1.291 2.102 1.372
O3 2.118 2.487 1.638

Output
LUMO level	0.016	Eh
total charge	0
HOMO-LUMO gap	8.7	eV
SMILES string	NCNCCO.O.O
highest occupied orbital energy	-8.259	eV

---

--- Q ---
The following is a DFT calculation (ωB97M-V/def2-TZVPD) of 4 unconnected molecules or ions with the total composition C3H14N2O3.

Atoms and positions in Å:
C1 -2.039 -2.278 -0.106
C2 -0.748 -2.449 0.674
N1 0.141 -1.276 0.680
C3 0.050 -0.441 1.763
N2 0.750 0.622 1.779
H1 -2.812 -2.955 0.271
H2 -1.899 -2.646 -1.128
H3 -2.266 -1.218 -0.221
H4 -0.876 -2.716 1.709
H5 -0.154 -3.265 0.263
H6 0.358 -0.926 -0.240
H7 -0.385 -0.856 2.663
H8 0.856 1.200 2.598
H9 0.556 1.861 -3.182
H10 0.405 0.671 -4.293
O1 0.533 0.931 -3.384
H11 0.831 1.393 -0.296
H12 0.398 2.759 -1.105
O2 0.813 1.896 -1.108
H13 1.344 3.158 0.270
H14 2.320 2.925 1.425
O3 1.825 3.611 0.970

Output
LUMO level	0.031	Eh
total charge	0
HOMO-LUMO gap	10.0	eV
SMILES string	[H]/N=C/NCC.O.O.O
highest occupied orbital energy	-9.211	eV

---

Q: Which of them is the most stable? A: Q.

---

--- P ---
The following is a DFT calculation (ωB97M-V/def2-TZVPD) of a gas-phase ion, C4H12N2 (charge +2).

Atoms and positions in Å:
C1 1.254 -1.158 0.314
C2 -0.204 -0.841 0.810
C3 -0.846 0.338 0.164
C4 -1.159 0.479 -1.133
N1 -1.972 1.567 -1.590
N2 2.288 -0.414 1.191
H1 1.463 -2.267 0.369
H2 1.309 -0.713 -0.693
H3 -0.748 -1.685 0.400
H4 -0.229 -0.958 1.915
H5 -1.355 0.973 0.889
H6 -0.696 -0.198 -1.803
H7 -2.810 1.249 -2.094
H8 -2.479 2.112 -0.812
H9 -1.515 2.128 -2.324
H10 3.054 -0.972 1.556
H11 2.781 0.373 0.730
H12 1.863 -0.013 2.110

Output
LUMO level	-0.263	Eh
total charge	+2
HOMO-LUMO gap	11.6	eV
SMILES string	[NH3+]/C=C/CC[NH3+]
highest occupied orbital energy	-18.743	eV

---

--- Q ---
The following is a DFT calculation (ωB97M-V/def2-TZVPD) of 2 unconnected molecules or ions with the total composition C4H12N2.

Atoms and positions in Å:
C1 0.636 -0.240 -0.132
C2 -0.027 1.062 0.026
C3 -1.376 0.440 -0.419
C4 -1.452 -0.066 -1.669
N1 -2.432 0.145 0.699
N2 3.093 -0.762 0.577
H1 1.368 -0.569 -0.866
H2 0.311 -0.920 0.648
H3 0.264 1.982 -0.580
H4 0.164 1.419 1.101
H5 -2.373 -0.197 -2.170
H6 -0.524 -0.148 -2.227
H7 -2.449 -0.812 1.072
H8 -2.170 0.681 1.535
H9 -3.351 0.438 0.309
H10 3.429 -1.692 0.327
H11 3.182 -0.725 1.592
H12 3.708 -0.035 0.178

Output
LUMO level	-0.366	Eh
total charge	+2
HOMO-LUMO gap	8.5	eV
highest occupied orbital energy	-18.457	eV

---

Q: Which of them is the most stable? A: P.

---

--- P ---
The following is a DFT calculation (ωB97M-V/def2-TZVPD) of a molecular structure, C6H12P2.

Atoms and positions in Å:
C1 1.824 -0.394 -1.705
C2 1.198 -0.419 -0.319
C3 -0.460 1.483 -0.492
C4 0.016 0.492 2.004
C5 -1.345 -0.930 -0.130
C6 -0.182 0.049 -0.029
P1 2.821 0.513 -0.542
P2 1.820 -2.074 -0.961
H1 1.379 -0.191 -2.726
H2 0.391 2.047 -0.276
H3 -1.471 1.778 -0.100
H4 -0.629 1.748 -1.551
H5 0.056 1.520 2.046
H6 -0.809 -0.162 2.474
H7 0.871 -0.103 2.279
H8 -0.915 -1.943 -0.259
H9 -1.918 -0.633 -0.922
H10 -1.984 -1.103 0.806
H11 3.710 -0.686 -0.024
H12 0.770 -2.576 -1.698

Output
LUMO level	0.028	Eh
total charge	0
HOMO-LUMO gap	9.0	eV
highest occupied orbital energy	-8.251	eV

---

--- Q ---
The following is a DFT calculation (ωB97M-V/def2-TZVPD) of a single C6H12P2 molecule.

Atoms and positions in Å:
C1 0.259 0.047 -0.752
C2 -0.616 2.551 -0.985
C3 -0.510 -1.509 1.954
C4 0.483 1.541 -0.544
C5 1.123 -0.897 0.046
C6 0.402 -2.022 0.872
P1 -2.046 0.518 -3.053
P2 -0.761 -0.633 -1.994
H1 -0.281 3.460 -0.701
H2 -1.530 2.525 -0.375
H3 -0.815 2.351 -2.071
H4 -0.050 -0.732 2.571
H5 -0.918 -2.321 2.528
H6 -1.315 -1.105 1.472
H7 0.515 1.739 0.516
H8 1.560 1.780 -0.889
H9 1.748 -1.444 -0.687
H10 1.845 -0.292 0.608
H11 -0.266 -2.669 0.301
H12 1.172 -2.890 1.182

Output
LUMO level (spin up / spin down)	-0.055 / -0.038	Eh
total charge	0
HOMO-LUMO gap (spin up / spin down)	6.1 / 6.7	eV
SMILES string	CCCC(CC)=P#P
highest occupied orbital energy (spin up / spin down)	-7.562 / -7.731	eV

---

Q: Which of them is the most stable? A: Q.